# 1
DFT (ωB97M-V/def2-TZVPD) results for a 8-piece molecular cluster, C39H84FN8O10P overall.

```
143
Properties=species:S:1:pos:R:3:forces:R:3:mulliken_charge:R:1
C 2.5645 -1.9508 0.9522 -0.068 -0.044 -0.009 -0.842
C 2.5140 -2.2456 -0.5342 -0.011 -0.029 -0.053 -0.135
O 1.7951 -1.2102 -1.1833 -0.137 0.030 0.149 -0.189
C 1.7239 -1.3391 -2.5903 -0.067 0.044 0.143 -0.759
C 0.4269 -0.7120 -3.0610 0.002 -0.124 -0.072 -0.784
C -0.8033 -1.5313 -2.6310 0.013 0.383 0.069 -0.374
C -1.4664 -0.9696 -1.3707 0.106 0.083 -0.201 -0.702
C -2.5752 -1.8960 -0.8774 -0.018 -0.028 0.135 -1.406
C -3.2176 -1.4501 0.4742 0.076 0.065 -0.196 0.651
P -2.1883 -2.2017 1.7880 0.224 -0.073 0.065 0.102
O -0.7437 -2.3578 1.4969 -0.197 0.062 -0.005 -0.432
N -3.1867 0.0078 0.5171 -0.332 -0.265 0.342 0.224
C -4.2113 0.5068 -0.2269 0.361 0.234 -0.095 -0.074
O -4.2252 1.5941 -0.7595 -0.219 0.342 0.099 -0.653
C -5.2957 -0.5514 -0.3023 0.096 0.223 -0.065 -0.688
C -4.7840 -1.6903 0.5985 -0.045 -0.126 0.136 2.543
C -5.3178 -3.1319 0.3485 0.336 -0.002 -0.063 -3.330
C -4.8078 -4.0917 -0.7351 -0.221 -0.099 -0.021 2.126
C -5.2342 -3.7069 -2.1596 -0.060 -0.121 -0.028 -1.419
C -5.3463 -5.4992 -0.4280 0.466 0.114 0.030 -1.745
C -5.2430 -1.3817 2.0635 0.022 -0.053 -0.005 0.032
F -5.1803 -0.0056 2.3369 0.003 -0.093 -0.047 -0.425
C -6.6363 -1.8250 2.4975 -0.154 0.114 0.244 -0.773
C -7.8247 -1.2936 1.6979 0.059 0.219 0.041 -1.390
H 1.6444 -2.2658 1.4445 0.021 0.097 -0.033 0.084
H 2.6803 -0.8754 1.1011 0.101 -0.016 0.017 0.301
H 3.4091 -2.4719 1.4049 -0.039 -0.021 -0.018 0.207
H 1.9945 -3.1985 -0.7117 0.143 -0.018 -0.026 0.209
H 3.5246 -2.3275 -0.9522 -0.004 0.007 0.001 0.332
H 1.7374 -2.4036 -2.8635 0.075 0.016 -0.054 0.377
H 2.5931 -0.8516 -3.0508 0.007 -0.059 -0.021 0.373
H 0.4594 -0.6142 -4.1500 0.011 -0.020 0.050 0.420
H 0.3558 0.3032 -2.6627 -0.008 -0.017 -0.101 0.167
H -1.5391 -1.5259 -3.4430 0.007 -0.142 0.075 0.533
H -0.5046 -2.5683 -2.4474 -0.022 -0.069 -0.074 0.014
H -0.7003 -0.8188 -0.6054 -0.038 -0.127 0.020 0.305
H -1.8694 0.0162 -1.6276 0.012 -0.082 0.045 0.181
H -3.3553 -1.9429 -1.6381 -0.044 -0.090 -0.031 0.029
H -2.1453 -2.8947 -0.7818 -0.068 -0.085 -0.027 0.886
H -2.8622 -3.4151 2.0322 -0.087 -0.029 0.065 0.045
H -2.4636 -1.4409 2.9382 -0.053 0.016 0.049 0.087
H -2.3569 0.5385 0.7202 0.106 0.045 -0.376 0.352
H -5.4498 -0.8145 -1.3467 0.023 -0.136 0.014 0.076
H -6.2022 -0.0672 0.0537 -0.067 -0.164 -0.003 0.476
H -5.1627 -3.6654 1.2934 -0.132 -0.018 -0.040 0.632
H -6.3993 -3.0580 0.1961 0.047 0.011 0.166 0.141
H -3.7276 -4.1994 -0.6617 0.134 0.256 -0.122 -0.306
H -4.5151 -4.0558 -2.9023 -0.013 0.016 0.035 0.055
H -5.3962 -2.6393 -2.2980 0.138 0.037 -0.001 0.366
H -6.1796 -4.2024 -2.4017 0.017 0.073 0.038 0.476
H -4.8828 -5.8996 0.4798 -0.124 0.049 0.038 0.440
H -5.0595 -6.1538 -1.2540 -0.299 -0.041 0.072 0.333
H -6.4300 -5.4922 -0.2932 -0.011 -0.057 -0.114 0.395
H -4.5343 -1.8480 2.7568 -0.084 -0.032 -0.017 0.351
H -6.7297 -1.4347 3.5170 0.010 -0.104 -0.028 0.563
H -6.6764 -2.9111 2.5982 0.029 0.071 -0.141 0.367
H -7.9106 -0.2113 1.8266 0.017 -0.062 -0.045 0.333
H -8.7495 -1.7376 2.0687 0.032 -0.010 -0.046 0.399
H -7.7511 -1.4865 0.6284 -0.078 -0.131 0.049 0.314
C 6.7921 -3.4398 0.1978 0.014 -0.131 -0.098 0.074
O 5.6631 -3.8939 0.1400 -0.025 0.064 0.059 -0.581
N 7.2696 -2.6936 1.2079 0.069 0.077 0.062 0.197
C 8.6373 -2.2057 1.2301 -0.156 0.074 0.052 -0.987
C 6.3882 -2.3776 2.3170 0.009 -0.025 -0.038 -0.928
H 7.5400 -3.6181 -0.5928 0.002 0.009 -0.007 0.307
H 9.1700 -2.5974 2.0936 0.071 -0.008 -0.016 0.335
H 8.6557 -1.1137 1.2580 -0.010 -0.001 -0.029 0.374
H 9.1580 -2.5444 0.3382 0.028 -0.023 -0.003 0.301
H 6.0249 -3.2884 2.7956 -0.009 -0.003 0.000 0.315
H 5.5211 -1.8132 1.9742 -0.006 0.014 0.002 0.239
H 6.9388 -1.7832 3.0422 0.006 0.002 0.018 0.391
C -1.5959 3.0682 -2.4593 -0.110 -0.171 0.059 0.198
O -0.8806 2.4555 -3.2345 0.051 0.029 -0.062 -0.695
N -1.2827 4.2652 -1.9278 0.002 0.116 0.057 0.457
C -2.1709 4.9338 -0.9987 0.021 -0.025 -0.023 -0.638
C -0.0231 4.8875 -2.2982 -0.048 -0.080 -0.113 -1.146
H -2.5651 2.6771 -2.1106 0.015 0.023 -0.018 0.258
H -2.4847 5.9054 -1.3882 -0.007 0.007 0.005 0.229
H -1.6776 5.0988 -0.0397 0.008 0.016 0.002 0.170
H -3.0531 4.3142 -0.8434 -0.008 -0.009 0.007 0.238
H 0.0112 5.0398 -3.3779 0.060 -0.013 -0.008 0.218
H 0.8154 4.2428 -2.0333 0.020 0.008 0.008 0.235
H 0.0780 5.8348 -1.7786 0.005 -0.001 0.041 0.523
C -3.1920 -7.5577 -3.1520 -0.076 -0.005 -0.024 0.077
O -4.1896 -6.8716 -3.2861 0.099 -0.007 0.002 -0.559
N -1.9354 -7.0781 -3.1239 0.096 0.029 0.017 0.186
C -0.7825 -7.9415 -2.9680 -0.051 0.057 0.002 -0.940
C -1.7325 -5.6444 -3.2502 -0.036 -0.021 -0.013 -0.666
H -3.2398 -8.6529 -3.0356 0.000 -0.013 -0.020 0.299
H -0.2217 -7.6836 -2.0678 0.002 -0.009 0.008 0.345
H -0.1153 -7.8581 -3.8277 0.003 -0.012 -0.008 0.328
H -1.1148 -8.9745 -2.8863 0.004 -0.017 0.002 0.294
H -2.2310 -5.1114 -2.4395 -0.011 0.024 0.022 -0.083
H -2.1386 -5.2772 -4.1933 0.002 0.002 0.003 0.311
H -0.6665 -5.4353 -3.2100 0.016 0.020 -0.004 0.455
C 0.6705 6.2161 1.5943 -0.010 0.097 0.056 0.277
O 0.6411 6.5438 0.4218 -0.032 0.020 0.002 -0.584
N 1.3006 5.1305 2.0692 0.026 -0.097 0.056 0.152
C 1.3142 4.8051 3.4821 0.021 -0.009 -0.076 -0.817
C 1.9919 4.2613 1.1293 -0.031 0.038 0.009 -0.807
H 0.1671 6.8015 2.3836 0.013 0.008 0.012 0.108
H 2.3350 4.7844 3.8663 0.000 0.016 0.018 0.350
H 0.8537 3.8316 3.6599 -0.010 -0.002 0.011 0.346
H 0.7570 5.5606 4.0330 0.003 0.016 0.020 0.146
H 2.7648 4.8126 0.5937 0.005 0.001 -0.005 0.311
H 1.2948 3.8584 0.3943 -0.002 -0.016 -0.001 0.118
H 2.4468 3.4413 1.6785 0.009 -0.016 0.001 0.403
C 11.1888 -5.3215 2.6180 -0.034 -0.005 -0.043 0.086
O 10.8525 -4.3351 1.9904 0.073 0.029 -0.008 -0.542
N 10.3261 -6.1293 3.2613 -0.054 -0.073 0.064 0.135
C 10.7609 -7.2988 3.9956 -0.050 0.054 -0.030 -0.934
C 8.9098 -5.8047 3.2055 0.047 0.005 -0.017 -0.872
H 12.2398 -5.6404 2.7088 0.006 0.001 0.006 0.252
H 10.3147 -8.2057 3.5835 0.010 -0.012 -0.002 0.332
H 10.4842 -7.2230 5.0489 0.012 -0.005 0.011 0.330
H 11.8436 -7.3843 3.9277 0.017 -0.008 0.003 0.296
H 8.5554 -5.7930 2.1744 -0.006 -0.001 -0.004 0.288
H 8.7241 -4.8191 3.6342 -0.006 0.002 0.011 0.245
H 8.3549 -6.5509 3.7683 -0.013 -0.010 0.005 0.384
C -2.7646 8.4418 -6.2622 -0.032 0.044 0.002 0.117
O -2.8310 8.7696 -7.4298 -0.002 0.012 -0.032 -0.588
N -2.0722 7.3796 -5.8073 0.031 -0.073 0.054 0.136
C -2.0229 7.0306 -4.4032 0.009 -0.026 -0.146 -0.859
C -1.3529 6.5594 -6.7673 -0.026 0.032 0.012 -0.909
H -3.2765 8.9988 -5.4585 -0.001 0.000 0.005 0.263
H -0.9956 7.0558 -4.0372 -0.005 0.026 0.055 0.304
H -2.4243 6.0272 -4.2409 0.003 0.003 0.052 0.309
H -2.6152 7.7430 -3.8316 -0.011 0.007 0.012 0.281
H -0.6112 7.1538 -7.3011 0.009 0.000 -0.001 0.311
H -2.0381 6.1403 -7.5042 -0.003 -0.007 -0.005 0.310
H -0.8563 5.7503 -6.2368 0.004 -0.014 0.002 0.306
C 1.7853 8.6956 5.2268 0.046 -0.032 -0.042 0.105
O 2.2615 8.0471 6.1366 0.018 -0.035 0.021 -0.593
N 0.4700 8.9618 5.0940 -0.076 0.056 -0.024 0.128
C -0.0581 9.7161 3.9757 -0.032 -0.150 0.076 -0.959
C -0.4394 8.4575 6.1087 0.034 0.012 -0.021 -0.962
H 2.3977 9.1217 4.4140 0.002 0.011 0.002 0.310
H -0.5769 10.6150 4.3131 0.022 0.014 0.009 0.355
H -0.7612 9.1025 3.4080 -0.013 0.066 -0.074 0.358
H 0.7579 10.0077 3.3179 0.006 0.010 -0.020 0.292
H -0.1834 8.8588 7.0892 -0.001 0.002 0.007 0.310
H -0.3843 7.3702 6.1717 -0.006 -0.008 0.003 0.270
H -1.4533 8.7534 5.8507 -0.014 0.001 0.001 0.394
```
Forces are in eV/Å.

Computed properties:
E_LUMO = 0.4 eV
highest occupied orbital energy = -8.871 eV
SMILES = CCOCCCCC[C@@]1([PH2]=O)NC(=O)C[C@]1(CC(C)C)[C@@H](F)CC.CN(C)C=O.CN(C)C=O.CN(C)C=O.CN(C)C=O.CN(C)C=O.CN(C)C=O.CN(C)C=O

---

# 2
DFT (ωB97M-V/def2-TZVPD) results for H3Na5O2 as an isolated structure in a non-equilibrium geometry.

```
10
Properties=species:S:1:pos:R:3:forces:R:3:nbo_charge:R:1
Na 0.5505 -0.8904 -1.7889 -0.499 -0.083 -1.001 0.992
Na 1.1743 0.8466 3.1205 -0.074 0.855 0.736 0.998
Na 0.9865 -2.4355 1.7833 -0.066 -0.942 0.128 0.999
Na 3.0677 0.1218 0.5179 1.119 0.415 -0.389 0.996
Na -1.7142 -0.0212 1.1039 -0.918 0.316 -0.446 0.994
O 0.7428 -0.0604 0.7637 0.463 -0.742 0.461 -1.458
H 0.5997 0.6328 0.1064 -0.169 0.294 0.337 0.472
O -1.5600 0.4089 -1.5962 0.014 0.062 -0.077 -1.069
H -1.5661 1.3507 -1.8581 -0.015 -0.181 0.043 0.534
H -2.2812 0.0467 -2.1524 0.146 0.007 0.208 0.544
```
Forces are in eV/Å.

Computed properties:
total charge = +4
E_LUMO = -16.2 eV
highest occupied orbital energy = -26.754 eV

---

# 3
DFT (ωB97M-V/def2-TZVPD) results for an isolated molecule of C4H7NS in a non-equilibrium geometry.

```
13
Properties=species:S:1:pos:R:3:forces:R:3:nbo_charge:R:1
C -0.5640 -1.0708 1.2256 -1.438 0.734 0.822 -0.410
C 0.5811 0.9799 0.3354 -0.708 1.023 0.758 -0.296
C 0.5848 1.0444 -1.1499 -0.039 0.502 -1.239 -0.062
C -0.2884 -0.1912 -1.2286 0.318 -0.835 1.443 -0.289
H 0.3754 -1.5132 1.5282 0.626 -0.049 0.320 0.168
H -1.1078 -0.5755 2.1117 0.893 -1.249 -0.895 0.204
H -1.1723 -1.9011 0.8379 -0.059 0.435 0.113 0.208
H 1.4758 0.5165 0.6940 1.221 0.169 0.523 0.194
H 0.3133 1.9432 0.8829 0.536 -1.168 -0.555 0.215
H 0.3142 -1.1073 -1.4251 -0.245 0.445 -0.378 0.197
H -1.2141 -0.1801 -1.8372 0.558 0.097 0.330 0.223
N -0.4435 -0.0251 0.2615 -1.645 0.073 -1.403 -0.433
S 1.1455 2.0803 -2.2364 -0.018 -0.176 0.160 0.081
```
Forces are in eV/Å.

Computed properties:
E_LUMO = -0.1 eV
energy above the lowest of the compared OMol25 structures with the same formula, charge and spin = 52.06 kcal/mol
highest occupied orbital energy = -8.628 eV
SMILES = CN1CC(=S)C1